Below is a cluster of 7 separate species, C43H100F3N6O5S in total, with properties calculated with wB97M-V/def2-TZVPD.

Output
largest force on an atom: 3.0 eV Å⁻¹
multiplicity: 1
net charge: +5
HOMO-LUMO gap: 0.3904 Eh
LUMO level: -9.11 eV

Geometry (Å):
C (0.6384, 0.7750, -0.0521)
F (0.8859, 2.0135, 0.4320)
F (0.0193, 0.9534, -1.2339)
F (1.7971, 0.1302, -0.2206)
S (-0.4958, -0.2003, 1.1186)
O (-1.8825, 0.2345, 1.0098)
O (-0.3349, -1.5807, 0.6093)
O (0.1300, -0.0666, 2.4349)
C (3.9196, -4.3107, -0.1202)
N (2.7226, -4.0702, 0.8050)
C (3.1129, -4.7275, 2.1150)
C (2.6224, -2.6043, 1.0773)
C (1.4808, -4.6519, 0.1951)
C (1.2597, -6.1445, 0.3045)
O (2.3956, -6.8918, -0.1463)
H (4.7302, -3.8801, 0.4571)
H (3.7075, -3.7912, -1.0527)
H (3.9775, -5.3742, -0.3204)
H (3.3146, -5.7941, 2.0391)
H (2.2965, -4.5737, 2.8180)
H (4.0246, -4.2364, 2.4416)
H (1.7647, -2.3216, 1.6795)
H (2.6864, -2.0902, 0.1242)
H (3.4855, -2.2835, 1.6625)
H (1.3832, -4.2745, -0.8273)
H (0.6124, -4.1817, 0.6719)
H (0.4283, -6.4770, -0.3299)
H (1.0082, -6.4981, 1.3057)
H (2.3965, -6.8169, -1.1089)
C (-6.4580, 2.3519, 3.0135)
N (-5.8771, 2.4660, 1.6214)
C (-5.4543, 1.1095, 1.1488)
C (-6.9862, 2.9673, 0.7081)
C (-4.6833, 3.3962, 1.6264)
C (-3.8126, 3.4048, 0.3798)
O (-4.6322, 3.5734, -0.7747)
H (-7.3740, 1.7905, 2.8658)
H (-6.5435, 3.3285, 3.4811)
H (-5.7618, 1.7831, 3.6299)
H (-4.5143, 0.8663, 1.6413)
H (-5.2079, 1.2227, 0.0916)
H (-6.2736, 0.4023, 1.2270)
H (-6.6001, 3.0666, -0.2988)
H (-7.3536, 3.9140, 1.0945)
H (-7.7674, 2.2127, 0.7635)
H (-4.1255, 3.0294, 2.4907)
H (-5.0751, 4.3734, 1.9046)
H (-3.1861, 2.5094, 0.3042)
H (-3.1391, 4.2679, 0.3812)
H (-4.0461, 3.7042, -1.5273)
C (2.1142, 3.5018, -3.8618)
C (2.8273, 4.4584, -2.9528)
C (2.6826, 4.0067, -1.5154)
N (3.8918, 4.1819, -0.5615)
C (3.6956, 3.2445, 0.6116)
C (3.8501, 5.6373, -0.1228)
C (4.6866, 6.4208, -1.1277)
C (5.6858, 5.4156, -1.7251)
C (5.2588, 4.0245, -1.1865)
H (1.9750, 3.8377, -4.8914)
H (1.0868, 3.3248, -3.5263)
H (2.6190, 2.5377, -3.9578)
H (2.4665, 5.4880, -2.9512)
H (3.8926, 4.5102, -3.1840)
H (2.5075, 2.9314, -1.4495)
H (1.9056, 4.5168, -0.9515)
H (2.7775, 3.5394, 1.1043)
H (4.5903, 3.2527, 1.2287)
H (3.6563, 2.2398, 0.1956)
H (4.3683, 5.6702, 0.8425)
H (2.8618, 6.0027, 0.1458)
H (5.2623, 7.1997, -0.6372)
H (4.0282, 6.8718, -1.8692)
H (6.6652, 5.7212, -1.3677)
H (5.7249, 5.3301, -2.8083)
H (5.9625, 3.7117, -0.4191)
H (5.1581, 3.2677, -1.9610)
C (-0.8319, 3.5097, 2.6491)
C (-0.4609, 3.4131, 4.1510)
C (0.8990, 2.7792, 4.3408)
N (1.2758, 2.5391, 5.8035)
C (0.2039, 1.7003, 6.4331)
C (1.5318, 3.8167, 6.5717)
C (2.7179, 3.5320, 7.5054)
C (3.1892, 2.1165, 7.1594)
C (2.6148, 1.8497, 5.7910)
H (-1.4133, 4.4248, 2.5278)
H (-1.3694, 2.6536, 2.2456)
H (0.0554, 3.6636, 2.0287)
H (-1.2903, 2.8392, 4.5595)
H (-0.4852, 4.4317, 4.5385)
H (1.7189, 3.3765, 3.9409)
H (0.9215, 1.8135, 3.8305)
H (0.5774, 1.3885, 7.4074)
H (-0.0726, 0.8722, 5.7896)
H (-0.6209, 2.3798, 6.6218)
H (0.6263, 4.2446, 6.9942)
H (1.8159, 4.5447, 5.8074)
H (2.3903, 3.5496, 8.5448)
H (3.5436, 4.2364, 7.4447)
H (2.7911, 1.3713, 7.8518)
H (4.2738, 2.0639, 7.2096)
H (2.4723, 0.7840, 5.6225)
H (3.3647, 2.2710, 5.1191)
C (-1.3192, -5.6384, 3.1664)
C (-2.1992, -5.5832, 1.9031)
C (-2.7840, -4.1823, 1.8364)
N (-3.5178, -3.9011, 0.5168)
C (-4.7992, -4.7137, 0.6123)
C (-3.8440, -2.4603, 0.2999)
C (-3.4739, -2.0013, -1.0946)
C (-3.2733, -3.3252, -1.8061)
C (-2.6526, -4.2047, -0.7113)
H (-0.5934, -4.8183, 3.2047)
H (-0.6871, -6.5254, 3.1806)
H (-1.9426, -5.5607, 4.0542)
H (-2.9935, -6.3160, 2.0381)
H (-1.5963, -5.8129, 1.0281)
H (-1.9836, -3.4354, 1.8559)
H (-3.4952, -3.8972, 2.6085)
H (-5.4544, -4.4983, 1.4505)
H (-4.6042, -5.7665, 0.4350)
H (-5.3570, -4.3702, -0.2642)
H (-4.8851, -2.2376, 0.5266)
H (-3.2217, -1.9699, 1.0526)
H (-4.1890, -1.2998, -1.5284)
H (-2.6024, -1.3423, -1.0584)
H (-4.1651, -3.6920, -2.3160)
H (-2.5731, -3.2520, -2.6447)
H (-2.6867, -5.2675, -0.9293)
H (-1.6885, -3.7749, -0.4398)
C (0.7836, -2.6895, -3.0134)
C (-0.0017, -2.3775, -4.3148)
C (0.9639, -2.2389, -5.4900)
N (0.2601, -2.0954, -6.8308)
C (-0.5469, -3.3175, -7.2669)
C (1.3355, -1.8544, -7.8927)
C (1.4838, -0.3634, -8.0672)
C (0.0190, 0.0627, -8.0538)
C (-0.5497, -0.8130, -6.9226)
H (1.4176, -3.5750, -3.0699)
H (0.0728, -2.9483, -2.2227)
H (1.3117, -1.8017, -2.6665)
H (-0.6438, -1.5138, -4.1531)
H (-0.6279, -3.2525, -4.4921)
H (1.5108, -3.1749, -5.6121)
H (1.6726, -1.4140, -5.4761)
H (-0.9176, -3.1202, -8.2651)
H (-1.3199, -3.4123, -6.5121)
H (0.1526, -4.1480, -7.2226)
H (1.0613, -2.2944, -8.8540)
H (2.2555, -2.3933, -7.6598)
H (1.9990, -0.0820, -8.9806)
H (1.9772, 0.0326, -7.1752)
H (-0.4887, -0.2133, -8.9817)
H (-0.3010, 1.0919, -7.9004)
H (-1.5976, -1.0298, -7.1307)
H (-0.5559, -0.2316, -6.0012)